(1)
The following is a quantum chemistry calculation of a cluster of 13 separate species, C42H118N8O13 in total, from the OMol25 dataset.

Last column: Mulliken charge in e.
Positions of all 181 atoms, in Å:
C  -5.3698  0.2265  4.8076  -1.16
C  -5.0126  -1.0095  5.5425  0.00
C  -5.1464  -2.2171  4.5927  -0.85
O  -4.3588  -1.9822  3.4587  0.10
C  -4.6796  -2.7800  2.3230  -0.88
N  -3.6755  -0.7968  6.0851  -0.60
H  -4.6033  0.5438  4.1070  -0.04
H  -5.3818  1.0345  5.5886  0.36
H  -6.3211  0.1708  4.3820  0.46
H  -5.6825  -1.0834  6.3428  0.42
H  -6.1490  -2.4355  4.2499  0.55
H  -4.8717  -3.1937  5.1456  0.29
H  -4.6936  -3.8376  2.6027  0.35
H  -3.9923  -2.5345  1.5315  0.16
H  -5.7131  -2.5503  1.9227  0.31
H  -3.0136  -0.4707  5.3741  0.25
H  -3.3250  -1.7372  6.4644  0.27
C  -0.6223  5.4308  0.8718  -1.15
C  -0.6234  4.8783  -0.5628  0.18
C  0.7445  4.3443  -0.9689  -0.20
O  1.7136  5.3895  -1.0103  -0.43
C  2.9045  4.8353  -1.4880  -0.70
N  -1.5549  3.7602  -0.8179  0.11
H  -0.5838  4.5587  1.5592  0.10
H  -1.5230  5.9872  1.0791  0.36
H  0.2925  6.0516  0.9463  0.40
H  -0.8664  5.6172  -1.3756  0.36
H  0.6105  3.8760  -1.9811  0.14
H  0.9754  3.4885  -0.3617  0.15
H  3.4069  4.1324  -0.7896  0.20
H  3.5620  5.6212  -1.6934  0.41
H  2.7981  4.3275  -2.4428  0.29
H  -1.3322  3.0995  -0.1003  -0.30
H  -2.4483  4.1251  -0.5926  0.20
C  -0.5877  1.6061  7.2072  -1.42
C  0.5653  2.4998  6.8387  0.99
C  0.3901  2.9026  5.4338  -0.60
O  1.5879  3.4392  4.9136  -0.43
C  2.5543  2.4759  4.5757  -0.29
N  0.6250  3.7025  7.6577  -0.78
H  -0.5340  1.0824  8.1623  0.44
H  -0.7794  0.8154  6.4490  0.12
H  -1.5230  2.2351  7.2724  0.31
H  1.4517  1.8803  6.9661  0.25
H  -0.3982  3.6369  5.5406  0.58
H  0.0553  1.9699  4.8873  -0.16
H  2.5472  1.6154  5.2885  0.14
H  3.5464  2.9994  4.7369  0.31
H  2.4687  2.0615  3.5472  0.03
H  1.3003  4.3293  7.2600  0.24
H  0.8746  3.4125  8.5750  0.25
C  -0.2262  1.3066  -5.1668  -1.18
C  0.1142  0.0722  -5.8955  0.48
C  0.6050  0.4786  -7.3095  -1.03
O  1.0246  -0.6393  -8.0772  -0.33
C  1.7096  -0.1156  -9.2101  -0.78
N  1.0674  -0.7449  -5.1979  -0.13
H  -0.6507  1.0568  -4.1779  0.01
H  -0.9277  1.9566  -5.6175  0.41
H  0.6466  1.9064  -4.9923  0.33
H  -0.7980  -0.4837  -6.0919  0.28
H  1.5224  1.0676  -7.1349  0.30
H  -0.1856  1.0816  -7.7748  0.48
H  1.0713  0.4674  -9.8298  0.32
H  2.0968  -0.9933  -9.7403  0.26
H  2.5881  0.4465  -8.9157  0.32
H  1.7988  -0.1369  -4.8315  -0.24
H  1.4108  -1.4662  -5.8015  0.28
C  3.6987  -3.1848  4.6552  -1.15
C  5.0893  -3.0586  3.9706  -0.20
C  4.9530  -3.4099  2.5336  0.25
O  6.2371  -3.3262  1.9845  -0.44
C  6.1295  -3.3128  0.5559  -0.42
N  5.6455  -1.7014  4.1928  -0.62
H  3.5172  -4.2193  4.9017  0.47
H  2.9127  -2.6601  4.1276  0.06
H  3.8912  -2.7556  5.6760  0.39
H  5.8468  -3.7680  4.3625  0.54
H  4.2864  -2.6645  2.1251  -0.25
H  4.4562  -4.4097  2.5209  0.35
H  5.7807  -2.2883  0.2620  0.03
H  5.4879  -4.1346  0.2532  0.25
H  7.1092  -3.5956  0.1943  0.34
H  6.4954  -1.6423  3.6520  0.23
H  5.9290  -1.5679  5.1507  0.23
C  -3.3363  4.0779  -4.8115  -1.59
C  -4.4447  3.2921  -4.0397  0.41
C  -5.0027  2.2460  -5.0522  -0.45
O  -5.3726  2.9576  -6.1474  -0.28
C  -6.0499  2.2869  -7.1623  -0.87
N  -3.7964  2.6920  -2.9093  -0.16
H  -3.5866  4.6119  -5.6522  0.48
H  -2.6130  3.3233  -5.1657  0.29
H  -2.7502  4.6715  -4.1474  0.44
H  -5.2375  3.9585  -3.7667  0.24
H  -5.9191  1.7299  -4.5930  0.33
H  -4.1905  1.4811  -5.2104  0.23
H  -7.1089  2.4535  -7.0216  0.31
H  -5.9575  1.2125  -7.2149  0.35
H  -5.8281  2.7515  -8.1215  0.27
H  -4.1466  1.7920  -2.6411  0.17
H  -2.8056  2.8722  -2.8422  -0.16
C  2.5296  0.0269  -1.9479  0.30
C  3.6163  -0.6284  -2.7526  0.57
C  4.5389  0.3701  -3.4072  -1.37
O  3.9758  1.0325  -4.5130  -0.10
C  4.7786  2.1131  -4.8815  -0.90
N  4.4417  -1.4096  -1.8083  -0.28
H  1.9866  0.7739  -2.5934  0.22
H  3.0124  0.6552  -1.2073  0.01
H  1.7988  -0.6508  -1.4897  -0.48
H  3.2891  -1.2198  -3.6304  0.11
H  5.4717  -0.1159  -3.7768  0.40
H  4.8916  1.0672  -2.6551  0.38
H  5.7173  1.7787  -5.3522  0.31
H  5.0168  2.8021  -4.0323  0.28
H  4.2546  2.7678  -5.5617  0.29
H  5.2002  -1.9346  -2.2455  0.30
H  3.7620  -1.9972  -1.3772  -0.06
C  0.2088  -0.9651  3.5193  -0.63
C  -0.5250  -0.0556  2.5521  0.42
C  -0.3298  -0.4927  1.1285  0.57
O  -0.8785  0.4682  0.2444  0.48
C  -1.1453  -0.0245  -1.0465  0.29
N  -1.9320  0.0410  2.9210  0.25
H  0.1865  -0.4575  4.5233  -0.15
H  1.2639  -1.0901  3.2800  -0.59
H  -0.3243  -1.9104  3.6615  0.40
H  -0.0599  0.9314  2.5708  0.22
H  -0.7660  -1.4929  0.8334  0.34
H  0.7814  -0.5650  0.9591  -0.99
H  -1.6929  -0.9591  -1.0239  0.39
H  -0.2072  -0.2511  -1.5580  -0.48
H  -1.6603  0.7534  -1.5404  -0.50
H  -2.4285  -0.7108  2.5131  -0.20
H  -2.4140  0.8750  2.4528  -0.05
C  -2.3332  -3.6268  -2.8958  -0.95
C  -1.3962  -3.1852  -4.0067  -0.37
O  -0.6557  -2.1089  -3.4720  -0.02
H  -3.0825  -2.8711  -2.7309  0.26
H  -1.7993  -3.8123  -1.9450  0.03
H  -2.8764  -4.5589  -3.2188  0.39
H  -2.0427  -2.9340  -4.8347  0.38
H  -0.7253  -4.0060  -4.2899  0.33
H  0.0394  -1.6533  -3.9418  0.17
C  -4.9316  1.3303  0.8520  -0.15
C  -4.9187  2.6979  1.5099  -0.07
O  -5.1304  3.7137  0.5794  -0.58
H  -4.8906  0.5353  1.6169  -0.25
H  -4.0086  1.1532  0.2226  -0.11
H  -5.7917  1.0591  0.2661  0.50
H  -3.9513  2.8680  2.0685  0.13
H  -5.7631  2.7664  2.2223  0.30
H  -4.8154  3.4095  -0.2863  0.26
C  2.1304  -4.8846  -0.3977  -1.26
C  1.0595  -3.8140  -0.6383  1.20
O  1.3447  -3.2809  -1.9144  -0.48
H  2.1895  -5.6646  -1.1247  0.43
H  2.0875  -5.3089  0.6086  0.28
H  3.1125  -4.3958  -0.3946  0.11
H  0.9847  -3.0163  0.1815  -0.49
H  0.0385  -4.2087  -0.7280  0.08
H  0.6375  -2.7673  -2.3070  0.11
C  -1.0121  -6.2379  3.2408  -1.12
C  -1.2698  -5.5505  1.9428  0.63
O  -1.5540  -6.4709  0.8442  -0.55
H  -1.7452  -7.0146  3.4020  0.36
H  -1.0843  -5.5296  4.0935  0.30
H  -0.0242  -6.7447  3.2882  0.29
H  -0.3938  -5.0144  1.6873  -0.04
H  -2.0816  -4.8141  1.9499  -0.12
H  -2.2732  -7.0484  1.1203  0.28
C  5.0557  0.5531  1.3523  -1.21
C  3.6048  0.1708  1.7039  0.97
O  3.4457  -0.3679  3.0153  -0.30
H  5.1091  1.0543  0.4082  0.27
H  5.6949  -0.3702  1.2890  0.05
H  5.4903  1.2491  2.0546  0.43
H  3.2095  -0.4984  0.9456  -0.41
H  2.9524  1.0805  1.7353  0.14
H  4.2100  -0.9130  3.2080  0.04

Forces on atoms 1 to 3 (eV/Å):
C 1.03 2.26 1.61
C 1.40 -0.39 -1.81
C 0.43 -1.44 1.05

Relative energy (zero: lowest compared OMol25 entry of this formula, charge and spin) in kcal/mol: 46.2
Max |F| in eV Å⁻¹: 3.0
Total energy in eV: -83999.1130
E_LUMO in eV: 0.501
E_HOMO in eV: -8.87

---

(2)
The following is a quantum chemistry calculation of a cluster of 2 separate species, C10H16SSi in total, from the OMol25 dataset.

Last column: natural (NBO) charge in e.
Positions of all 28 atoms, in Å:
C  2.9204  2.5966  -0.2669  -0.17
C  2.0549  2.5659  0.9324  -0.20
C  2.6503  1.8066  -1.3399  -0.23
C  0.9372  1.7890  0.8573  -0.20
C  1.4469  1.0665  -1.3595  -0.18
C  0.6106  1.0843  -0.2603  -0.56
C  -1.0396  -0.8006  2.0688  -0.62
C  -2.5742  -2.0453  0.5211  -0.62
C  -0.1215  -2.4357  0.4898  -0.62
C  -1.2421  -1.3544  0.6612  -0.43
Si  -0.9569  0.1436  -0.6074  1.49
S  -2.5541  0.5112  -1.6796  -0.64
H  3.8670  3.2291  -0.2449  0.22
H  2.3386  3.0377  1.8592  0.22
H  3.4623  1.7207  -1.9375  0.22
H  0.4128  1.5454  1.8240  0.22
H  1.2891  0.4988  -2.3236  0.23
H  -0.1854  -0.1897  2.1575  0.20
H  -1.8479  -0.1441  2.0690  0.20
H  -1.2104  -1.5839  2.8281  0.21
H  -2.4744  -2.9739  0.9655  0.20
H  -2.6242  -2.1553  -0.5108  0.22
H  -3.3712  -1.4697  0.7793  0.22
H  0.8372  -2.1231  1.0464  0.21
H  -0.4933  -3.3326  0.9249  0.20
H  0.0530  -2.6585  -0.5972  0.20
H  -1.3213  0.5547  -4.3006  0.01
H  -0.8636  1.1166  -4.5563  -0.01

Forces on atoms 1 to 3 (eV/Å):
C -0.04 1.52 3.33
C 1.80 0.08 -2.62
C -2.15 -0.06 2.37

Relative energy (zero: lowest compared OMol25 entry of this formula, charge and spin) in kcal/mol: 66.7
Max |F| in eV Å⁻¹: 3.7
Total energy in eV: -29340.3000
E_LUMO in eV: -0.096
E_HOMO in eV: -8.64
SMILES: CC(C)(C)[Si](=S)c1ccccc1.[H][H]

---

(3)
The following is a quantum chemistry calculation of a structure of composition C40H40BaF5N4OPTe, from the OMol25 dataset.

Last column: Mulliken charge in e.
Positions of all 93 atoms, in Å:
Ba  -0.5190  -0.0735  -1.7158  1.56
C  -1.9268  3.6177  -0.8065  -1.00
C  -1.4383  3.6261  0.6538  -0.91
C  0.0586  3.5144  0.7155  0.43
C  0.8229  4.6338  1.0135  -0.96
C  2.2031  4.5404  0.9820  -0.68
C  2.7731  3.3231  0.6594  -0.97
C  1.9331  2.2517  0.3966  -0.51
N  0.6002  2.3270  0.4178  0.86
N  -2.2789  2.2525  -1.2310  1.63
C  -2.3150  2.0889  -2.6703  -1.75
C  -1.1267  2.5927  -3.4042  1.29
C  -1.3406  3.2355  -4.6333  -1.02
C  -0.2653  3.7618  -5.3076  -0.61
C  1.0044  3.6492  -4.7449  -0.90
C  1.1283  2.9745  -3.5536  -0.42
N  0.0779  2.4640  -2.8982  0.41
C  -3.5838  1.9276  -0.6586  -1.61
C  -3.8747  0.4658  -0.4215  0.97
C  -5.1996  0.0497  -0.5371  -1.15
C  -5.5225  -1.2495  -0.2138  -0.59
C  -4.5045  -2.1013  0.1923  -1.06
C  -3.2168  -1.6141  0.2327  -0.22
N  -2.8865  -0.3428  -0.0499  0.32
H  -1.1299  3.9937  -1.4383  0.59
H  -2.7901  4.2851  -0.9405  0.34
H  -1.8731  2.7802  1.1907  0.32
H  -1.7629  4.5359  1.1590  0.42
H  0.3352  5.5684  1.2588  0.50
H  2.8190  5.4012  1.2095  0.41
H  3.8418  3.1822  0.6295  0.55
H  2.3542  1.2822  0.1603  0.38
H  -3.1870  2.5420  -3.1646  0.58
H  -2.4208  1.0309  -2.8478  0.12
H  -2.3370  3.3146  -5.0485  0.48
H  -0.4086  4.2658  -6.2543  0.45
H  1.8739  4.0641  -5.2345  0.45
H  2.0883  2.8437  -3.0680  0.39
H  -4.3796  2.3760  -1.2690  0.38
H  -3.6502  2.4231  0.3133  0.49
H  -5.9549  0.7381  -0.8911  0.45
H  -6.5430  -1.5999  -0.2951  0.42
H  -4.6944  -3.1363  0.4388  0.49
H  -2.3973  -2.2728  0.4851  0.54
C  2.7530  -2.5802  3.9403  -1.70
C  1.7595  -1.4517  4.0338  1.33
C  1.5155  -0.8961  5.2888  -0.82
C  0.6169  0.1430  5.4682  -0.75
C  -0.0653  0.6579  4.3773  -0.76
C  0.1568  0.1085  3.1242  -1.00
C  1.0593  -0.9405  2.9281  0.16
P  1.1358  -1.5550  1.2084  1.51
C  1.2453  -3.3715  1.3879  0.58
C  2.2872  -4.0659  0.7781  -0.15
C  2.3447  -5.4524  0.8106  -0.96
C  1.3513  -6.1641  1.4622  -0.70
C  0.3176  -5.4823  2.0858  -0.80
C  0.2466  -4.0931  2.0661  0.69
C  -0.8570  -3.4217  2.8392  -1.51
C  2.7671  -1.0179  0.5943  0.33
C  3.6611  -0.3400  1.4191  -0.36
C  4.8027  0.2742  0.9282  -1.07
C  5.0317  0.2446  -0.4508  -0.60
C  4.1627  -0.3844  -1.3081  -1.14
C  2.9932  -1.0809  -0.8388  2.73
C  2.1544  -1.7424  -1.7301  -3.21
H  3.5202  -2.4618  4.7066  0.56
H  3.2380  -2.6158  2.9700  0.21
H  2.2616  -3.5436  4.0981  0.29
H  2.0559  -1.2872  6.1438  0.46
H  0.4542  0.5512  6.4580  0.38
H  -0.7678  1.4722  4.5020  0.43
H  -0.3848  0.4927  2.2659  0.36
H  3.0629  -3.5110  0.2660  0.40
H  3.1604  -5.9706  0.3232  0.45
H  1.3789  -7.2463  1.4883  0.38
H  -0.4532  -6.0388  2.6076  0.41
H  -1.6703  -4.1215  3.0316  0.48
H  -1.2508  -2.5569  2.3089  -0.05
H  -0.4905  -3.0480  3.7978  0.24
H  3.4539  -0.2730  2.4801  0.08
H  5.4878  0.7801  1.5957  0.45
H  5.9153  0.7303  -0.8527  0.38
H  4.3695  -0.4035  -2.3724  0.43
H  1.4044  -2.4558  -1.4090  0.59
H  2.3175  -1.6570  -2.7987  0.39
F  -3.1169  -0.3771  -5.7847  -0.37
Te  -2.8018  -1.4307  -4.3317  2.04
F  -4.0977  -2.7282  -4.6033  -0.38
F  -4.2075  -0.4003  -3.5825  -0.52
F  -0.6531  -0.4206  -4.2859  -0.75
F  -1.8066  -2.5181  -5.4759  -0.37
O  -2.2059  -1.8826  -2.7702  -0.64

Forces on atoms 1 to 3 (eV/Å):
Ba 1.61 -0.52 1.16
C -0.01 -0.07 0.21
C -0.04 -0.13 -0.10

Relative energy (zero: lowest compared OMol25 entry of this formula, charge and spin) in kcal/mol: 109.6
Max |F| in eV Å⁻¹: 2.3
Total energy in eV: -81002.0303
E_LUMO in eV: -1.607
E_HOMO in eV: -5.41

---

Number 1: orbital gap 9.4 eV. Number 2: orbital gap 8.5 eV. Number 3: orbital gap 3.8 eV.